60
Properties=species:S:1:pos:R:3:forces:R:3 method="wB97M-V/def2-TZVPD" max_force_ev_per_a=1.1 de_lowest_kcal_mol=3.9 homo_energy_ev=-8.23 gap_ha=0.3254 smiles="Cc1ccc2sc(N(CCCN(C)C)C(=O)CCS(=O)(=O)c3ccccc3)nc2c1C"
C 0.79966 2.14401 6.81141 -0.0092 -0.0303 -0.0481
C 1.18905 1.33896 5.60905 0.0090 -0.0555 -0.0757
C 2.49643 0.86778 5.48250 0.0547 -0.0325 -0.0302
C 2.90693 0.12473 4.39308 0.0515 -0.0449 -0.0366
C 1.97492 -0.14450 3.40986 -0.3479 0.0452 -0.0823
S 2.16844 -1.03536 1.92856 -0.3460 0.1792 0.0499
C 0.45238 -0.71158 1.57522 0.8050 0.1130 0.8117
N -0.09706 -1.21947 0.43493 -0.0227 -0.4152 -0.3504
C 0.68421 -2.17346 -0.34974 0.1391 -0.1802 -0.2952
C 1.60748 -1.45471 -1.33624 -0.0402 -0.2684 -0.2455
C 1.94230 -2.28020 -2.59234 0.0349 0.2293 0.1172
N 2.87526 -3.37949 -2.46786 0.0567 -0.0917 -0.0012
C 2.38260 -4.54984 -1.78039 0.0983 0.0302 -0.1177
C 4.18753 -2.99558 -2.00050 -0.1078 -0.0951 -0.1214
C -1.28875 -0.81105 -0.12409 -0.3064 -0.0532 0.4616
O -1.72764 -1.38184 -1.10238 -0.0750 -0.0668 -0.0958
C -2.04633 0.33005 0.51937 0.0840 0.2366 -0.2828
C -2.81666 1.05248 -0.56624 0.4277 -0.0576 -0.5522
S -1.56645 1.81013 -1.68366 -0.3235 0.3930 -0.0753
O -1.62525 3.23781 -1.50478 -0.2987 0.1157 -0.1188
O -0.29477 1.17419 -1.43369 -0.0506 -0.2021 -0.1129
C -2.08046 1.42181 -3.35959 0.0909 0.0933 0.5978
C -2.60700 2.42445 -4.14987 -0.0361 0.1915 0.0922
C -2.99478 2.12630 -5.44589 0.0163 -0.0106 -0.0083
C -2.84972 0.83506 -5.92885 -0.0233 0.0324 -0.0299
C -2.32010 -0.16152 -5.12334 0.0227 0.0036 0.0581
C -1.93069 0.13033 -3.82640 0.0726 -0.2037 -0.0509
N -0.16273 -0.03512 2.47232 -0.6493 -0.1650 -0.2998
C 0.64788 0.31671 3.51521 0.9240 -0.0290 0.3407
C 0.24515 1.06520 4.62257 0.0956 -0.0815 -0.0871
C -1.16665 1.55001 4.71618 0.0598 -0.0095 0.0095
H 0.00347 1.64611 7.36406 -0.0686 0.0321 0.1007
H 1.64836 2.28143 7.47595 0.0204 0.0338 0.0670
H 0.43037 3.12405 6.51174 -0.0501 0.1008 0.0641
H 3.21110 1.09294 6.26046 0.0606 0.0350 0.0892
H 3.92113 -0.23140 4.30754 0.1342 -0.0170 0.0408
H 1.23645 -2.81177 0.34270 -0.1355 -0.0258 -0.0673
H -0.03790 -2.78344 -0.89737 0.1641 0.0096 0.1587
H 2.53000 -1.15259 -0.83978 0.0251 0.1209 -0.0212
H 1.09670 -0.54611 -1.66213 0.0950 -0.0536 0.0135
H 1.01564 -2.68186 -3.01154 -0.0364 0.0553 -0.0521
H 2.37040 -1.59469 -3.33059 -0.1050 0.0028 -0.0064
H 1.37730 -4.77954 -2.12764 -0.0808 -0.0679 0.0107
H 2.36444 -4.44549 -0.68532 -0.0249 -0.0182 0.0678
H 3.03256 -5.39182 -2.02529 -0.0417 -0.0846 0.0881
H 4.87965 -3.81574 -2.19453 0.0951 0.0216 0.0515
H 4.52368 -2.11995 -2.55275 0.0898 0.0666 0.0047
H 4.22077 -2.76956 -0.92363 0.0251 0.0366 0.0496
H -1.35707 1.01765 1.00529 -0.2131 -0.1439 0.0539
H -2.71622 -0.07938 1.27942 0.0457 0.0926 0.0031
H -3.42392 1.86671 -0.18515 0.0021 0.1056 -0.0433
H -3.40856 0.36510 -1.16488 -0.0773 0.0206 -0.0196
H -2.69236 3.41819 -3.73931 -0.0444 0.1375 -0.0165
H -3.40616 2.89903 -6.07750 -0.0221 0.0686 -0.0402
H -3.14965 0.60446 -6.94041 -0.0287 -0.0198 -0.0797
H -2.20882 -1.16480 -5.50538 0.0158 -0.0892 -0.0209
H -1.52319 -0.62507 -3.17354 0.0473 -0.1299 0.0060
H -1.19555 2.63914 4.72823 -0.0860 0.0906 0.0170
H -1.73382 1.19011 3.86337 -0.1077 0.0314 0.0055
H -1.63414 1.19354 5.63332 -0.1043 0.0180 0.0546

---

11
Properties=species:S:1:pos:R:3:forces:R:3 method="wB97M-V/def2-TZVPD" max_force_ev_per_a=3.1 spin_multiplicity=3 homo_energy_ev="-8.03 / -8.75" s2=2.015 gap_ha="0.2830 / 0.1929"
C -0.36544 -0.25670 -0.38639 0.5508 0.7963 0.7991
N -1.76350 2.27524 0.38120 -1.4313 0.4423 -2.7392
N 0.92339 -0.58219 -0.61524 0.2565 -0.2661 -0.0912
N -1.31217 -1.00411 -1.01793 0.2456 0.8323 -0.2737
O -0.54115 0.72014 0.39457 0.7263 -1.4611 -0.1481
O -2.29428 2.17587 -0.69345 0.7430 1.2034 2.1643
S -3.23646 -0.18781 1.06387 -0.6155 0.8118 1.7090
S -2.83212 -0.51699 -0.79378 -0.0798 -1.4344 -1.3558
H 1.61206 0.00009 -0.16659 -0.0695 -0.2048 -0.0733
H 1.20298 -1.35135 -1.19429 -0.1191 -0.0290 -0.0482
H -2.32539 1.76499 1.15315 -0.2069 -0.6907 0.0570

---

44
Properties=species:S:1:pos:R:3:forces:R:3 method="wB97M-V/def2-TZVPD" max_force_ev_per_a=11.2 de_lowest_kcal_mol=28.7 homo_energy_ev=-3.78 total_charge=-1 gap_ha=0.2399
O 0.27982 0.94695 -0.18177 0.0893 6.0405 3.3835
H 0.26082 0.17095 -0.55377 0.0322 -6.7861 -3.3211
C 1.59782 0.84895 3.09323 1.1736 -3.0932 1.9375
S 1.09982 2.37595 2.42523 -0.1003 1.6756 0.8347
O 0.69182 3.25995 3.56923 -0.4119 0.0169 0.0930
C 2.72882 3.08195 2.04023 2.0284 -8.2461 6.9177
H 1.04582 0.32295 3.90523 -0.6115 1.6444 -0.0209
H 2.62882 0.62795 3.47723 -0.4084 0.9372 -0.7984
H 1.34882 0.12095 2.36323 0.3379 -0.5676 -1.5702
H 3.45082 2.38395 1.71723 0.3735 -0.9303 -1.4399
H 3.24882 3.44195 2.92123 -0.6942 0.1434 0.8601
H 2.54482 3.79495 1.52223 -1.9307 8.5515 -6.9818
C -2.21918 3.08895 -2.39677 2.7072 -4.0944 3.2703
S -1.19618 3.32195 -0.87377 0.2672 0.6753 -1.4106
O -0.87318 4.76295 -1.03377 0.6564 1.2465 0.1582
C -2.47518 3.29895 0.35523 -0.2504 5.0801 0.7209
H -1.64518 2.82595 -3.20777 2.3332 -0.6088 -1.5995
H -2.65718 3.89395 -2.70577 -3.3231 4.9000 -0.8459
H -2.74118 2.20095 -2.23777 -1.8634 -1.1807 0.2915
H -2.57318 2.35295 0.65023 -0.8279 -4.0235 1.1304
H -3.46818 3.76395 -0.04977 1.8444 -0.6235 1.0766
H -1.98318 3.84395 1.34623 -1.4098 -1.0191 -2.7876
C -2.57418 -0.72205 -0.25577 0.7388 -2.7159 0.4286
S -1.94818 -0.43105 1.43423 0.2602 -0.1792 1.0427
O -3.15618 -0.61905 2.33523 0.5533 -0.1403 -0.9485
C -0.93418 -1.95205 1.60723 -3.9840 -1.3070 -1.6707
H -3.32218 -0.02905 -0.25977 -2.2673 1.9237 -0.2471
H -3.04518 -1.72405 -0.18677 0.1258 0.4436 -0.1839
H -2.02318 -0.63405 -1.19477 0.7014 0.1354 0.7109
H -0.40418 -1.99405 0.69723 0.5681 -0.6199 -1.1725
H -1.50418 -2.90505 1.92923 0.2536 1.5678 -1.2406
H -0.27218 -1.88605 2.33823 3.0350 1.0887 3.4161
C 1.38782 -4.48505 -3.14677 -0.8108 2.3453 0.4981
C 0.54282 -3.17305 -2.86877 4.3660 -1.6109 1.3900
C 0.92782 -2.25605 -1.82177 -0.7016 -3.8877 -2.9303
C 2.01482 -2.65405 -1.01677 -1.2780 3.7828 2.1599
C 2.67782 -3.82105 -1.12477 -2.2310 -1.7519 -3.7890
C 2.40282 -4.81905 -2.21177 -1.9801 4.3179 0.9036
H 1.24482 -5.02805 -4.16377 0.0653 0.8056 2.1891
H -0.11618 -2.77705 -3.58977 -0.9753 -0.2295 -0.8216
H 0.30182 -1.38205 -1.77977 0.4748 0.4817 0.5467
H 2.21682 -1.83605 -0.18877 0.1606 -2.0045 -1.5249
H 3.42882 -3.97105 -0.46477 2.3414 -0.8728 1.8830
H 3.05882 -5.63305 -2.21177 0.5720 -1.3108 -0.5378

---

100
Properties=species:S:1:pos:R:3:forces:R:3 method="wB97M-V/def2-TZVPD" max_force_ev_per_a=1.2 de_lowest_kcal_mol=17.8 spin_multiplicity=2 homo_energy_ev="-6.95 / -6.95" s2=0.758 gap_ha="0.1479 / 0.1490"
Pd 0.30517 0.11574 -0.31737 0.3249 0.6463 0.9368
C 4.60866 1.74141 0.47183 0.0418 0.0062 -0.0716
Si 3.86506 0.32146 -0.49018 -0.1096 -0.1086 0.1948
C 5.03754 -1.11922 -0.71143 0.0199 0.0753 -0.0279
C 3.34110 0.92250 -2.14861 0.0079 0.0091 -0.0375
N 2.36477 -0.21667 0.39873 0.0575 -0.1609 -0.0963
C 2.42213 -0.67654 1.59672 -0.0911 0.0405 0.0676
C 3.66664 -0.86897 2.34250 0.0131 0.0019 -0.0285
C 3.68306 -1.44912 3.54773 0.0103 0.0072 -0.0182
C 2.46485 -1.90726 4.18609 -0.0295 0.0006 0.0093
C 1.27264 -1.70656 3.61812 0.0043 -0.1110 -0.0083
C 1.13522 -1.02762 2.32401 0.1076 0.0234 -0.0895
N 0.02099 -0.69998 1.79119 -0.0960 0.0544 0.1185
Si -1.56465 -0.88962 2.71061 0.0417 -0.0252 -0.0698
C -1.91918 -2.72735 2.70452 -0.0507 0.0609 0.0090
C -1.32207 -0.08479 4.37932 -0.0189 0.0393 0.0540
C -3.00349 0.00148 1.96921 0.0320 -0.0256 0.0570
H 5.43811 2.15242 -0.11048 -0.0092 0.0142 0.0091
H 4.99601 1.48580 1.45688 -0.0012 0.0039 -0.0009
H 3.88107 2.54677 0.59972 -0.0081 -0.0032 -0.0116
H 5.88381 -0.75395 -1.30113 -0.0002 -0.0236 0.0012
H 4.56759 -1.91496 -1.29040 -0.0238 0.0080 -0.0048
H 5.43915 -1.55493 0.20152 -0.0161 0.0031 0.0187
H 4.22948 1.08293 -2.76526 -0.0077 0.0193 -0.0043
H 2.80552 1.86870 -2.07338 -0.0012 0.0047 0.0101
H 2.70312 0.19518 -2.65286 -0.0038 -0.0051 0.0019
H 4.59111 -0.55467 1.88792 0.0172 -0.0108 0.0147
H 4.62273 -1.59666 4.06427 0.0133 0.0110 -0.0196
H 2.53825 -2.41306 5.13971 -0.0208 -0.0044 -0.0008
H 0.37694 -2.05383 4.10607 0.0327 -0.0641 -0.0328
H -1.17838 -3.35715 3.19589 0.0474 0.0060 0.0167
H -2.02699 -3.07196 1.67195 0.0158 0.0059 0.0181
H -2.88001 -2.89538 3.19846 0.0112 -0.0052 0.0084
H -0.47264 -0.39994 4.98216 -0.0641 0.0191 -0.0157
H -2.22961 -0.24921 4.96673 -0.0002 0.0183 -0.0004
H -1.24211 0.99519 4.22412 -0.0308 -0.0193 -0.0086
H -3.35464 -0.39103 1.01848 -0.0038 -0.0269 -0.0308
H -2.84462 1.07658 1.88411 0.0325 0.0266 -0.0373
H -3.80588 -0.14477 2.70189 -0.0169 0.0086 -0.0321
S -1.84666 0.90182 -0.80228 0.0777 -0.2273 -0.2198
C -1.20549 1.67869 -2.22117 0.0030 -0.0477 0.1048
C -1.99865 2.44055 -3.08045 -0.0241 0.0430 -0.0077
C -1.43521 2.92848 -4.23828 -0.0270 0.0034 0.0087
C -0.10823 2.62507 -4.52489 0.0419 0.0006 0.0219
C 0.61060 1.89258 -3.60382 0.0036 0.1606 0.0338
N 0.09862 1.46104 -2.44264 -0.0725 -0.1841 -0.2110
H -3.03489 2.62157 -2.83003 0.0045 0.0045 0.0163
H -2.02699 3.52159 -4.92378 0.0038 0.0022 0.0007
H 0.36472 2.95438 -5.43891 -0.0048 -0.0115 -0.0053
H 1.64306 1.64611 -3.80251 -0.0019 -0.0010 -0.0027
C 1.49876 -3.27212 0.01289 -0.0031 -0.1027 -0.1145
Ge 0.30980 -2.17672 -1.10078 -0.4104 0.1387 -0.1614
C -1.42013 -3.09527 -1.05684 0.1568 -0.2010 0.0016
C -1.34383 -4.49164 -1.07262 -0.0279 -0.0154 0.0382
C -2.49084 -5.27182 -1.03664 -0.0048 0.0095 0.0070
C -3.73738 -4.66587 -0.97932 0.0002 -0.0112 -0.0018
C -3.82747 -3.28220 -0.97346 -0.0199 0.0142 0.0055
C -2.67779 -2.50459 -1.01534 -0.0412 0.0294 -0.0477
C 1.08748 -2.06770 -2.88602 -0.0043 -0.0464 -0.0359
C 2.36359 -2.54468 -3.05481 0.0174 0.0039 0.0183
C 3.03020 -2.45898 -4.29650 -0.0139 0.0155 -0.0163
C 2.39819 -1.89322 -5.36425 0.0172 -0.0057 -0.0015
C 1.06751 -1.41811 -5.25166 0.0069 -0.0055 -0.0170
C 0.38912 -0.87101 -6.36973 -0.0054 -0.0028 0.0120
C -0.90297 -0.44816 -6.26091 0.0170 -0.0027 -0.0074
C -1.57532 -0.54319 -5.02326 -0.0048 -0.0042 0.0035
C -0.94030 -1.05170 -3.92783 -0.0164 -0.0130 -0.0316
C 0.39854 -1.50933 -4.00648 0.0234 -0.0006 -0.0002
H 1.54822 -4.25870 -0.45264 0.0328 0.0085 0.0387
H 1.07913 -3.39951 1.00999 -0.0043 0.0122 0.0177
H 2.51294 -2.88633 0.08445 -0.0068 0.0150 0.0090
H -0.38265 -4.99135 -1.11642 -0.0250 0.0052 -0.0061
H -2.41024 -6.35121 -1.05277 0.0045 0.0010 -0.0002
H -4.63436 -5.27075 -0.94671 -0.0011 0.0046 0.0038
H -4.79731 -2.80164 -0.93863 0.0074 0.0035 -0.0016
H -2.76686 -1.42689 -1.03240 -0.0043 0.0203 0.0352
H 2.88471 -3.00516 -2.22334 -0.0110 0.0006 -0.0024
H 4.03767 -2.84319 -4.39410 0.0000 0.0004 -0.0003
H 2.89720 -1.81471 -6.32312 0.0027 -0.0045 0.0032
H 0.91501 -0.80558 -7.31490 -0.0038 -0.0018 -0.0033
H -1.41667 -0.03918 -7.12135 -0.0027 0.0016 0.0023
H -2.59893 -0.20106 -4.93983 0.0023 -0.0033 -0.0037
H -1.46697 -1.09650 -2.98328 0.0067 -0.0142 0.0144
N 0.80731 2.28607 0.90498 0.3993 -0.4122 -0.6013
C -0.14312 3.26541 1.31142 -0.1805 -0.0444 0.0289
C -0.84303 3.99678 0.35992 0.0686 0.0161 0.0830
C -1.84902 4.85810 0.76533 -0.0581 0.0476 -0.0459
C -2.17230 4.99092 2.10844 0.0848 -0.0459 -0.0178
C -1.45915 4.26748 3.05141 -0.0310 0.0196 0.0804
C -0.44122 3.40966 2.65930 -0.0652 -0.0886 -0.0530
S -3.48825 6.10850 2.61314 -0.1138 -0.0446 -0.0032
O -3.88539 5.60032 3.91665 0.0058 -0.0123 -0.0091
O -4.48169 5.95009 1.56252 0.0175 -0.0095 0.0195
O -2.84292 7.40844 2.63963 0.0575 0.0420 -0.0049
H 1.47961 2.06478 1.62856 -0.0855 0.0435 0.1052
H 1.32707 2.54404 0.07276 -0.0702 0.3649 0.0613
H -0.60337 3.88445 -0.69100 0.0033 -0.0012 -0.0372
H -2.42111 5.42310 0.03991 0.0171 -0.0010 0.0008
H -1.72879 4.38066 4.09386 0.0157 0.0043 0.0023
H 0.11292 2.83838 3.39956 0.0188 0.0098 -0.0042